[1]
A single C6H10O molecule. Source: the Open Molecules 2025 dataset; level of theory: ωB97M-V/def2-TZVPD.

highest occupied orbital energy (spin up / spin down)	-7.4 / -8.1	eV
energy above the lowest of the compared OMol25 structures with the same formula, charge and spin	464.2	kJ/mol

ORCA input file:
```
! RIJCOSX wB97M-V def2-TZVPD def2/J DEFGRID3
* xyz 0 1
C -1.8480 -0.6613 0.1695
C -0.9036 -0.0494 -0.8316
O -0.6654 1.3370 -0.5620
C 0.7249 1.5398 -0.3553
C 1.2931 0.1595 -0.0253
C 0.6961 -0.3987 1.2619
C 0.3881 -0.7026 -0.8104
H -0.5302 -0.5637 1.1541
H -1.7656 -1.7509 0.2498
H -2.8949 -0.3505 0.0629
H -1.3499 -0.1680 -1.8380
H 1.1994 1.9481 -1.2605
H 0.8523 2.2547 0.4658
H 2.3712 0.0546 -0.1608
H 0.6326 0.3459 2.0653
H 1.2114 -1.2963 1.6025
H 0.5886 -1.6982 -1.1879
*
```

=====

[2]
A single C6H10O molecule. Source: the Open Molecules 2025 dataset; level of theory: ωB97M-V/def2-TZVPD.

SMILES string	O[C@@H]1C[C@@H]2C[C@@H]2C1
highest occupied orbital energy	-10.0	eV
energy above the lowest of the compared OMol25 structures with the same formula, charge and spin	77.8	kJ/mol

ORCA input file:
```
! RIJCOSX wB97M-V def2-TZVPD def2/J DEFGRID3
* xyz 0 1
C 0.4636 -0.1645 -1.2381
C -0.2466 -1.1838 -0.3668
C 0.1604 -1.2448 1.0865
C -1.0443 -0.4464 0.6726
C -0.8654 1.0498 0.4762
C 0.3464 1.2086 -0.4535
O 1.5591 1.3575 0.2705
H 1.5037 -0.5105 -1.4416
H 1.9683 0.6326 -0.2072
H 0.0200 -0.0376 -2.2277
H -0.6274 -2.0908 -0.8294
H -0.0194 -2.1774 1.6168
H 1.0452 -0.7048 1.4170
H -2.0267 -0.8074 0.9542
H -0.7192 1.5858 1.4229
H -1.7518 1.4726 -0.0114
H 0.2341 2.0611 -1.1409
*
```

=====

[3]
C6H10O as an isolated structure. Source: the Open Molecules 2025 dataset; level of theory: ωB97M-V/def2-TZVPD.

highest occupied orbital energy	-8.6	eV
energy above the lowest of the compared OMol25 structures with the same formula, charge and spin	503.8	kJ/mol

ORCA input file:
```
! RIJCOSX wB97M-V def2-TZVPD def2/J DEFGRID3
* xyz 0 1
C -1.9631 0.2777 -0.0736
C -0.7427 0.2326 0.8455
C 0.1717 -0.9409 0.4856
C 1.5399 -1.0693 0.8743
C 1.4588 -0.1778 -0.1091
C 1.0303 1.2301 -0.2818
O 0.0394 1.4147 0.7224
H -2.6128 -0.5901 0.0922
H -1.6698 0.2795 -1.1318
H -2.5405 1.1869 0.1247
H -1.0624 0.1934 1.8887
H 0.6056 -0.9280 -1.6451
H -0.3219 -1.7904 -0.0181
H 2.1774 -1.9042 1.1011
H 1.3963 -0.7657 -1.5174
H 1.8538 1.9136 -0.0664
H 0.6398 1.4379 -1.2912
*
```

=====

[4]
A single C6H10O molecule. Source: the Open Molecules 2025 dataset; level of theory: ωB97M-V/def2-TZVPD.

SMILES string	C=CC/C=C\CO
highest occupied orbital energy	-9.4	eV
energy above the lowest of the compared OMol25 structures with the same formula, charge and spin	132.4	kJ/mol

ORCA input file:
```
! RIJCOSX wB97M-V def2-TZVPD def2/J DEFGRID3
* xyz 0 1
C 2.3710 0.1692 -0.2698
C 1.2253 0.8434 -0.3610
C 0.1635 0.5625 -1.3836
C -1.2335 0.1911 -0.9297
C -1.7367 -0.3254 0.1943
C -1.1590 -0.7522 1.5226
O 0.1177 -0.3020 1.8898
H 3.1189 0.4192 0.4789
H 2.5919 -0.6676 -0.9306
H 0.7571 -0.5986 1.2289
H 1.0222 1.6596 0.3306
H 0.5193 -0.2253 -2.0634
H 0.0633 1.4582 -2.0123
H -1.9618 0.3402 -1.7287
H -2.8084 -0.5348 0.1633
H -1.8297 -0.3828 2.3064
H -1.2213 -1.8548 1.5643
*
```

=====

[5]
A single C6H10O molecule. Source: the Open Molecules 2025 dataset; level of theory: ωB97M-V/def2-TZVPD.

highest occupied orbital energy	-9.9	eV
energy above the lowest of the compared OMol25 structures with the same formula, charge and spin	153.6	kJ/mol

ORCA input file:
```
! RIJCOSX wB97M-V def2-TZVPD def2/J DEFGRID3
* xyz 0 1
C 1.9762 -0.3643 -0.5536
C 0.5489 -0.1398 -0.1298
C -0.6407 -1.1214 -0.2795
C -1.2119 0.1524 0.3921
O -2.5338 0.4278 0.7074
C -0.4058 0.9884 -0.5953
C 0.0397 0.1372 1.3122
H 2.0537 -0.5338 -1.6340
H 2.6039 0.4974 -0.2997
H 2.3926 -1.2413 -0.0466
H -0.5886 -2.0281 0.3344
H -0.9774 -1.3370 -1.2993
H -2.7962 1.1621 0.1288
H -0.1693 2.0048 -0.2595
H -0.7919 0.9671 -1.6260
H 0.3422 1.0934 1.7514
H 0.1397 -0.6853 2.0321
*
```

=====

[6]
A single C6H10O molecule. Source: the Open Molecules 2025 dataset; level of theory: ωB97M-V/def2-TZVPD.

highest occupied orbital energy	-8.4	eV
energy above the lowest of the compared OMol25 structures with the same formula, charge and spin	301.1	kJ/mol

ORCA input file:
```
! RIJCOSX wB97M-V def2-TZVPD def2/J DEFGRID3
* xyz 0 1
C 1.8083 -0.6385 0.0878
C 0.5556 0.1228 0.5156
C 0.2671 1.4036 -0.2976
C -1.1980 1.6129 -0.5093
C -1.8219 0.3525 -0.0019
C -0.7619 -0.6949 0.4107
O -0.7083 -1.7642 -0.5194
H 1.7256 -0.9975 -0.9444
H 2.6941 0.0046 0.1477
H 1.9825 -1.5133 0.7224
H 0.6766 0.4184 1.5666
H 0.6609 1.3479 -1.3331
H 0.7505 2.3073 0.0979
H -2.5461 -0.0539 -0.7234
H -2.4979 0.6513 0.8151
H -0.9947 -1.1755 1.3653
H -0.5925 -1.3833 -1.3999
*
```